Entry 1:
Computed, not measured: C30H43F5P2Ru as an isolated structure, with the ωB97M-V functional and the def2-TZVPD basis.

Positions of all 81 atoms, in Å:
1 Ru 0.5937 -0.0704 0.0709
2 C -0.4760 -0.3148 3.0113
3 C -1.7967 -0.7815 2.8861
4 C -0.4392 -2.3453 1.8993
5 C 0.4287 -1.1706 2.1908
6 C -1.7753 -2.0061 2.1615
7 C -0.0407 0.7032 3.9942
8 H -0.7382 1.5500 4.0710
9 H 0.9672 1.0872 3.7993
10 H -0.0228 0.2294 4.9898
11 C 1.8050 -1.3752 2.7102
12 H 2.3049 -0.4276 2.9396
13 H 2.4132 -1.9209 1.9932
14 H 1.7599 -1.9642 3.6366
15 C -0.0373 -3.7514 1.7242
16 H -0.7209 -4.3885 2.3001
17 H 0.9639 -3.9626 2.1105
18 H -0.1057 -4.0902 0.6839
19 C -2.9627 -2.8446 1.8522
20 H -3.2799 -3.4668 2.7093
21 H -2.7310 -3.5248 1.0177
22 H -3.8276 -2.2230 1.5642
23 C -3.0223 -0.1467 3.4428
24 H -3.3143 -0.5832 4.4127
25 H -3.8678 -0.2867 2.7539
26 H -2.8820 0.9322 3.5969
27 C 0.6626 3.0643 -1.7211
28 C 0.0512 3.5944 -0.5129
29 C -1.3403 4.2167 -0.5847
30 C -2.3482 3.4289 -1.4386
31 C -2.1330 1.9499 -1.6255
32 C -1.5539 1.4381 -2.7249
33 C -0.7481 2.2552 -3.7036
34 C 0.1175 3.3550 -3.0452
35 H -1.2418 5.2223 -1.0078
36 H -2.4425 3.9600 -2.3928
37 H -1.7345 4.3127 0.4319
38 H -0.4275 4.3095 -3.0709
39 H 1.7448 2.9423 -1.6591
40 H 0.7710 4.3291 -0.0557
41 H 0.9875 3.4993 -3.6948
42 H -0.0917 1.5655 -4.2623
43 H -1.8260 0.4309 -3.0695
44 H -1.4117 2.7456 -4.4494
45 H -3.3268 3.5486 -0.9483
46 H -2.8139 1.3073 -1.0507
47 P 0.1514 2.1311 0.5296
48 P -0.5976 -1.8301 -1.3348
49 C 0.8950 0.1868 -1.8887
50 C 0.4062 -1.0076 -2.6629
51 H 1.8699 0.5787 -2.1330
52 H 0.1575 0.9952 -1.9225
53 H -0.2391 -0.7782 -3.5137
54 H 1.2225 -1.6621 -3.0111
55 C -0.2435 -3.5465 -1.7618
56 H -0.9210 -4.2348 -1.2518
57 H 0.7937 -3.7805 -1.4971
58 H -0.3598 -3.6231 -2.8540
59 C -2.3884 -1.5452 -1.4922
60 H -2.6336 -1.1540 -2.4799
61 H -2.7376 -0.8390 -0.7255
62 H -2.9132 -2.4968 -1.3343
63 C 1.7969 2.3656 1.2845
64 H 1.7040 2.3774 2.3679
65 H 2.3125 3.2748 0.9286
66 H 2.4027 1.4929 0.9789
67 C -1.5002 1.9163 1.2880
68 H -1.6372 0.8201 1.2745
69 H -2.3984 2.2857 0.7652
70 H -1.5096 2.2304 2.3380
71 F 2.1034 -3.2815 0.0928
72 C 3.0319 -2.3325 -0.2485
73 C 2.6840 -0.9899 -0.3908
74 C 3.7289 -0.2556 -0.9683
75 F 3.6925 1.1038 -0.9505
76 C 4.8725 -0.8264 -1.5429
77 F 5.6352 -0.1210 -2.3935
78 C 5.2214 -2.1367 -1.2372
79 F 6.3962 -2.6686 -1.6137
80 C 4.3001 -2.8736 -0.5092
81 F 4.6099 -4.1075 -0.0664

Atoms 1-6, force components in eV/Å:
Ru 0.817 -3.368 -0.484
C 0.986 -0.870 -0.734
C -0.636 -1.395 -0.656
C 0.928 1.133 0.289
C -1.352 0.062 0.433
C -0.790 1.590 1.024

The calculation puts the energy above the lowest of the compared OMol25 structures with the same formula, charge and spin at 0.0 kJ/mol. Its expectation value of S² is 6.0773. As for the total energy: -66530.22295 eV. The spin multiplicity is 5. Its molar mass is 661.7 g mol⁻¹. Its total charge is +2.

---

Entry 2:
Computed, not measured: a 3-piece molecular cluster, C30H43F9N3O6 overall, with the ωB97M-V functional and the def2-TZVPD basis.

Positions of all 91 atoms, in Å:
1 C -4.9200 0.2640 4.8827
2 C -3.5764 0.8149 4.4424
3 C -2.4940 -0.2686 3.8434
4 N -1.8288 0.1361 2.5528
5 C -0.3965 -0.4298 2.4483
6 N 0.5968 0.5313 2.6796
7 N -0.0986 -1.8579 2.0706
8 C 0.2834 -2.7429 3.2159
9 F -0.9125 -3.0012 4.1029
10 F 0.7118 -4.1218 2.7665
11 C 1.4746 -2.2218 4.2027
12 F 1.0503 -1.1284 5.1567
13 F 1.7509 -3.3907 5.1264
14 C 2.9128 -1.9039 3.4945
15 F 2.8640 -1.3745 2.1204
16 F 3.6397 -3.2257 3.4090
17 C 3.9085 -0.9132 4.3600
18 F 3.4032 0.4947 4.4709
19 F 5.1736 -0.8055 3.5411
20 F 4.3149 -1.5115 5.6522
21 C -1.1662 -2.4378 1.1711
22 C -0.6044 -2.2462 -0.3930
23 C 0.3922 -3.4489 -0.8816
24 C 1.9900 -3.0886 -0.8683
25 C 2.4175 -1.7658 -1.7358
26 C 2.3365 -0.2001 -1.2320
27 C 2.7785 1.1198 -2.1057
28 C 3.3995 0.8545 -3.6041
29 C 3.5366 -0.6903 -4.1703
30 C 3.0402 -2.0033 -3.2698
31 O -2.5119 -1.8703 1.3434
32 C -2.5185 -0.4022 1.3213
33 C -4.0847 0.1589 1.1462
34 C -4.1873 1.7939 1.0897
35 C -3.2169 2.5123 -0.0251
36 O -5.5847 2.2157 0.7408
37 H -5.0447 -0.8672 5.2345
38 H -5.9068 0.8974 4.8390
39 H -3.4129 1.9673 4.5631
40 H -3.0161 -1.3148 3.8400
41 H -1.6251 -0.3424 4.6588
42 H 0.6893 0.9647 3.6444
43 H 1.2892 0.8234 1.9391
44 H -1.3013 -3.6192 1.2817
45 H -0.1566 -1.1671 -0.4438
46 H -1.5545 -2.2562 -1.1123
47 H 0.0192 -3.8654 -1.9150
48 H 0.2468 -4.3436 -0.1051
49 H 2.5427 -4.0139 -1.3818
50 H 2.4274 -3.0359 0.2246
51 H 1.9080 -0.0364 -0.1299
52 H 2.6390 2.1960 -1.6115
53 H 3.7373 1.7933 -4.2230
54 H 4.0119 -0.8192 -5.2387
55 H 3.1646 -3.0647 -3.7640
56 H -1.9393 0.0692 0.3896
57 H -4.4223 -0.2345 0.0712
58 H -4.8072 -0.3516 1.9153
59 H -3.9583 2.3144 2.1212
60 H -2.1117 2.6494 0.4015
61 H -3.1318 1.9129 -1.0373
62 H -3.5644 3.6158 -0.3149
63 H -5.5143 2.6483 -0.1798
64 O -4.0062 0.9075 -2.4048
65 C -4.7312 0.0636 -2.9231
66 O -4.7029 -1.2181 -2.4944
67 C -5.6360 -2.2363 -2.9026
68 C -5.1992 -2.8817 -4.2028
69 C -5.5939 0.4149 -4.1015
70 H -6.6556 -1.8420 -2.9485
71 H -5.6335 -2.9917 -2.1091
72 H -5.1733 -2.1595 -5.0229
73 H -5.8787 -3.6934 -4.4777
74 H -4.1863 -3.2869 -4.1071
75 H -4.9943 0.3585 -5.0135
76 H -5.9580 1.4376 -3.9700
77 H -6.4771 -0.2112 -4.2025
78 O 3.7200 4.2301 -1.0372
79 C 4.9158 4.3922 -1.2611
80 O 5.3398 4.7279 -2.5000
81 C 6.6872 5.1201 -2.8234
82 C 7.5575 3.9062 -3.0822
83 C 5.9373 4.1316 -0.1912
84 H 7.1012 5.7806 -2.0557
85 H 6.6224 5.7164 -3.7401
86 H 7.6397 3.2723 -2.1954
87 H 8.5636 4.2105 -3.3845
88 H 7.1236 3.2865 -3.8740
89 H 6.1596 3.0620 -0.1613
90 H 5.5174 4.4413 0.7698
91 H 6.8586 4.6955 -0.3157

Atoms 1-6, force components in eV/Å:
C 3.547 1.025 -1.366
C -4.476 -2.152 0.871
C 0.044 -0.019 3.481
N 1.740 -2.290 -0.290
C -0.625 0.948 0.904
N -0.579 -1.977 -0.031

The calculation puts the energy above the lowest of the compared OMol25 structures with the same formula, charge and spin at 1066.1 kJ/mol. As for the total energy: -72992.19623 eV. Its molar mass is 712.7 g mol⁻¹. Its total charge is +1.

---

Entry 3:
Computed, not measured: C30H43N2O7P2RuSi as an isolated structure, with the ωB97M-V functional and the def2-TZVPD basis.

Positions of all 86 atoms, in Å:
1 Ru -0.0702 0.3450 0.3198
2 C 0.6331 -2.4916 -3.9897
3 C 0.2869 -2.7193 -2.5252
4 O 0.0182 -4.1200 -2.3259
5 P -1.3003 -1.9308 -2.0701
6 O -1.5038 -0.5832 -2.8770
7 O -2.3751 -2.8748 -2.7790
8 O -1.4787 -1.7345 -0.6142
9 P 1.6868 -2.1174 -1.4611
10 O 1.5545 -3.2428 -0.2962
11 O 2.9943 -2.1856 -2.1306
12 O 1.2278 -0.7752 -0.9043
13 H -0.1772 -2.8432 -4.6315
14 H 1.5432 -3.0407 -4.2229
15 H 0.8181 -1.4345 -4.1833
16 H 0.4384 -4.3782 -1.4926
17 H -1.8012 -0.7106 -3.7857
18 H -2.1139 -3.8043 -2.6856
19 H 2.3918 -3.3428 0.1829
20 C 1.4781 1.3542 1.5064
21 Si 1.6533 0.3503 3.0313
22 C -0.1327 -0.1734 3.4446
23 N -0.8387 -0.7842 2.2901
24 C -0.3884 -2.2122 2.1195
25 C -1.5170 -3.2239 2.2334
26 C -2.2758 -3.0138 3.5391
27 C -2.8303 -1.5768 3.6151
28 C -2.3122 -0.7210 2.4628
29 C 2.2504 1.2551 4.5687
30 C 3.4529 0.9451 5.2056
31 C 3.8769 1.6478 6.3262
32 C 3.1021 2.6797 6.8321
33 C 1.9052 3.0107 6.2115
34 C 1.4895 2.3050 5.0932
35 C 2.7645 -1.1296 2.7094
36 C 2.9182 -2.1437 3.6609
37 C 3.7123 -3.2531 3.4134
38 C 4.3885 -3.3644 2.2040
39 C 4.2700 -2.3607 1.2525
40 C 3.4599 -1.2573 1.5060
41 H 2.3876 1.4390 0.9097
42 H 1.0842 2.3593 1.6886
43 H -0.6577 0.7503 3.7120
44 H -0.1911 -0.8249 4.3259
45 H 0.3337 -2.4218 2.9098
46 H 0.1304 -2.3275 1.1740
47 H -1.0694 -4.2198 2.2038
48 H -2.1807 -3.1490 1.3710
49 H -1.5898 -3.1934 4.3721
50 H -3.0799 -3.7440 3.6384
51 H -2.5767 -1.1131 4.5701
52 H -3.9202 -1.5753 3.5554
53 H -2.5904 0.3246 2.6064
54 H -2.7596 -1.0531 1.5263
55 H 4.0729 0.1436 4.8202
56 H 4.8141 1.3899 6.8032
57 H 3.4306 3.2283 7.7057
58 H 1.2991 3.8203 6.5982
59 H 0.5562 2.5893 4.6162
60 H 2.4023 -2.0697 4.6139
61 H 3.8091 -4.0289 4.1626
62 H 5.0142 -4.2266 2.0098
63 H 4.7962 -2.4323 0.3076
64 H 3.3605 -0.5013 0.7373
65 C -2.1677 2.8994 1.8381
66 N -3.4248 2.5148 1.2247
67 C -4.2468 3.6862 0.9832
68 C -3.2527 1.6767 0.0342
69 C -2.2888 2.1931 -1.0068
70 C -2.7218 3.1093 -1.9626
71 C -1.8439 3.6249 -2.9056
72 C -0.5163 3.2228 -2.9029
73 C -0.0814 2.2982 -1.9620
74 C -0.9549 1.7683 -1.0116
75 H -2.3633 3.3396 2.8185
76 H -1.5915 3.6197 1.2390
77 H -1.5332 2.0199 1.9797
78 H -4.4460 4.1866 1.9324
79 H -5.2018 3.3863 0.5503
80 H -3.7712 4.4166 0.3110
81 H -4.2424 1.5340 -0.4062
82 H -2.9080 0.6910 0.3586
83 H -3.7629 3.4149 -1.9789
84 H -2.1962 4.3351 -3.6433
85 H 0.1742 3.6209 -3.6363
86 H 0.9543 1.9711 -1.9863

Atoms 1-6, force components in eV/Å:
Ru 0.101 -0.115 -0.084
C -0.015 0.021 0.002
C -0.004 0.005 0.019
O 0.060 -0.016 -0.032
P -0.087 -0.005 0.050
O 0.004 0.016 -0.015

The calculation puts the energy above the lowest of the compared OMol25 structures with the same formula, charge and spin at 0.0 kJ/mol. Its expectation value of S² is 8.7577. As for the total energy: -78161.20260 eV. The spin multiplicity is 6. Its molar mass is 734.8 g mol⁻¹.

---

Entry 4:
Computed, not measured: C30H43N5STi as an isolated structure, with the ωB97M-V functional and the def2-TZVPD basis.

Positions of all 80 atoms, in Å:
1 Ti 0.6201 0.4861 0.3881
2 C 2.4065 1.6188 -3.4653
3 C 1.9064 0.1773 -3.4183
4 C 0.4039 0.1130 -3.5174
5 C -0.1777 0.4487 -4.7365
6 C -1.5512 0.4747 -4.8965
7 C -2.3739 0.1472 -3.8336
8 C -1.8491 -0.2190 -2.5978
9 C -2.8034 -0.6136 -1.5027
10 C -3.6035 0.5683 -0.9661
11 C -0.4569 -0.2225 -2.4666
12 N 0.1147 -0.6338 -1.1950
13 C 0.5109 -1.8650 -1.0104
14 C 1.0107 -2.2303 0.2581
15 C 1.4336 -3.4317 0.8106
16 C 1.7660 -3.1618 2.1483
17 C 1.5183 -1.8144 2.3663
18 N 1.0570 -1.2289 1.2323
19 H 3.4962 1.6597 -3.4544
20 H 2.0372 2.2058 -2.6198
21 H 2.0729 2.1134 -4.3762
22 H 2.2733 -0.3268 -2.5198
23 H 2.3231 -0.3697 -4.2676
24 H 0.4652 0.6897 -5.5734
25 H -1.9795 0.7369 -5.8530
26 H -3.4480 0.1479 -3.9611
27 H -2.2785 -1.1045 -0.6788
28 H -3.4871 -1.3642 -1.9061
29 H -2.9431 1.3493 -0.5855
30 H -4.2548 0.2534 -0.1519
31 H -4.2226 1.0145 -1.7432
32 H 0.4243 -2.5837 -1.8240
33 H 1.4654 -4.3857 0.3094
34 H 2.1158 -3.8641 2.8849
35 H 1.6406 -1.2456 3.2764
36 C 4.8423 -2.6929 -0.1264
37 N 4.1503 -1.4549 0.2204
38 C 4.1457 -0.2985 -0.4120
39 S 3.0958 1.0111 0.1065
40 N 4.9606 0.0129 -1.4045
41 C 6.1871 -0.6602 -1.8376
42 H 4.2699 -3.5089 0.3060
43 H 5.8520 -2.7201 0.2782
44 H 4.8647 -2.8266 -1.2055
45 H 3.5902 -1.4770 1.0632
46 H 4.7674 0.9096 -1.8260
47 H 6.7176 -1.0635 -0.9782
48 H 6.8167 0.0950 -2.3008
49 H 5.9824 -1.4434 -2.5645
50 C -3.2238 -3.0687 2.1561
51 C -3.1370 -1.5779 2.3021
52 C -4.1521 -0.8503 2.9115
53 C -4.0724 0.5297 3.0503
54 C -5.1645 1.3091 3.7231
55 C -2.9553 1.1957 2.5540
56 C -1.9305 0.4857 1.9329
57 C -2.0254 -0.8978 1.8218
58 N -0.7718 1.1448 1.3834
59 C -0.4591 2.5832 1.7034
60 C 0.9422 2.8289 1.1235
61 C -0.3608 2.8322 3.2074
62 C -1.4025 3.5368 0.9657
63 H -4.1512 -3.4524 2.5735
64 H -2.3976 -3.5616 2.6691
65 H -3.1855 -3.3611 1.1055
66 H -5.0226 -1.3695 3.2900
67 H -5.9899 0.6627 4.0111
68 H -5.5564 2.0827 3.0624
69 H -4.7930 1.7997 4.6232
70 H -2.9241 2.2637 2.6614
71 H -1.2373 -1.4788 1.3592
72 H 1.7420 2.3456 1.6952
73 H 1.1637 3.8976 1.1284
74 H 1.0285 2.6039 0.0355
75 H 0.2599 2.0721 3.6861
76 H -1.3235 2.8417 3.7053
77 H 0.1069 3.8031 3.3730
78 H -1.2877 3.4341 -0.1162
79 H -1.1445 4.5616 1.2334
80 H -2.4499 3.3817 1.1962

Atoms 1-6, force components in eV/Å:
Ti 0.851 -0.001 0.103
C 0.001 0.084 0.081
C 0.033 -0.158 0.019
C -0.159 0.102 -0.158
C 0.025 0.011 0.044
C 0.005 -0.012 0.044

The calculation puts the energy above the lowest of the compared OMol25 structures with the same formula, charge and spin at 102.1 kJ/mol. As for the total energy: -73197.17113 eV. Its molar mass is 553.6 g mol⁻¹. Its total charge is +2.

---

Entry 5:
Computed, not measured: C30H43N7O9PS5Tb as an isolated structure, with the ωB97M-V functional and the def2-TZVPD basis.

Positions of all 96 atoms, in Å:
1 Tb 0.7551 1.1399 0.6549
2 C 1.8820 -1.8981 2.7694
3 C 1.0855 -0.9271 3.6408
4 N 1.2952 0.4614 3.2156
5 C 2.4723 1.1206 3.7902
6 C 3.7901 0.6845 3.1596
7 S 3.8075 0.7902 1.3298
8 C 4.2288 -0.9278 0.8928
9 C 3.0286 -1.8499 0.5973
10 N 1.8682 -1.4622 1.3807
11 H 1.4650 -2.9041 2.8917
12 H 2.9177 -1.9408 3.0985
13 H 1.3551 -1.0679 4.6933
14 H 0.0314 -1.1475 3.5309
15 H 0.4881 0.9979 3.5192
16 H 2.5293 0.9489 4.8733
17 H 2.3656 2.1806 3.6064
18 H 4.0626 -0.3363 3.4228
19 H 4.5668 1.3633 3.5048
20 H 4.8526 -1.3105 1.7011
21 H 4.8557 -0.8462 0.0044
22 H 3.3298 -2.8876 0.7870
23 H 2.7602 -1.7675 -0.4474
24 H 1.0190 -1.7676 0.9200
25 O -0.7495 -0.5877 -2.4109
26 S 0.6988 -0.6210 -2.3419
27 O 1.2315 -1.9065 -2.7489
28 O 1.2612 -0.1979 -1.0249
29 C 1.2264 0.5909 -3.5129
30 C 1.7164 0.1476 -4.7288
31 C 2.0401 1.0691 -5.7148
32 C 1.8725 2.4251 -5.4830
33 C 1.3928 2.8748 -4.2617
34 C 1.0583 1.9634 -3.2727
35 S 0.6536 2.6506 -1.6743
36 O 1.8719 2.3538 -0.8927
37 O 0.3621 4.0240 -1.9081
38 O -0.4766 1.8837 -1.0675
39 H 1.8328 -0.9177 -4.8828
40 H 2.4196 0.7255 -6.6693
41 H 2.1222 3.1412 -6.2558
42 H 1.2646 3.9282 -4.0514
43 C -7.3292 1.1116 -0.3452
44 C -5.9488 0.8862 0.2151
45 C -5.7744 0.2288 1.4300
46 C -4.5091 0.0646 1.9773
47 C -3.4122 0.5605 1.2898
48 C -3.5582 1.2197 0.0707
49 C -4.8265 1.3703 -0.4564
50 S -1.8089 0.3455 1.9576
51 O -1.9784 -0.2023 3.2752
52 O -1.1170 1.6451 1.9002
53 O -1.0622 -0.6007 1.0732
54 H -8.0374 0.3785 0.0411
55 H -7.3290 1.0612 -1.4343
56 H -7.6903 2.1033 -0.0619
57 H -6.6386 -0.1540 1.9608
58 H -4.3573 -0.4306 2.9284
59 H -2.6836 1.5928 -0.4541
60 H -4.9504 1.8768 -1.4072
61 C -3.4902 -4.0000 -2.1727
62 N -2.1840 -4.7721 -1.9793
63 C -2.2953 -5.5525 -0.6669
64 N -2.5979 -4.7019 0.4274
65 C -3.8353 -3.9656 0.1763
66 N -3.7600 -3.1792 -1.0503
67 C -2.8141 -2.0544 -0.9295
68 P -1.0415 -2.5402 -0.5758
69 C -1.0113 -3.8244 -1.9478
70 C -1.4793 -3.7889 0.7575
71 H -4.2759 -4.7407 -2.3139
72 H -3.3733 -3.3948 -3.0692
73 H -2.0705 -5.4334 -2.7448
74 H -1.3436 -6.0583 -0.5127
75 H -3.0871 -6.2874 -0.8078
76 H -4.0239 -3.2929 1.0101
77 H -4.6605 -4.6760 0.0971
78 H -3.1589 -1.4054 -0.1309
79 H -2.8122 -1.4767 -1.8528
80 H -0.0948 -4.4119 -1.8755
81 H -0.9702 -3.2704 -2.8871
82 H -1.7375 -3.2349 1.6626
83 H -0.6005 -4.3989 0.9836
84 C 4.6574 6.4743 -0.6049
85 C 4.4048 5.4865 0.4998
86 C 5.4225 5.0901 1.3608
87 C 5.0740 4.1777 2.3311
88 N 3.8445 3.6799 2.4597
89 C 2.9090 4.1425 1.6112
90 S 1.2403 3.6438 1.8211
91 N 3.1649 5.0332 0.6334
92 H 4.8687 7.4615 -0.1855
93 H 3.7762 6.5429 -1.2407
94 H 5.5200 6.1770 -1.2046
95 H 6.4317 5.4716 1.2687
96 H 5.8040 3.8297 3.0573

Atoms 1-6, force components in eV/Å:
Tb 1.858 -0.597 2.900
C 0.011 0.233 -0.007
C 0.271 0.064 -0.273
N -0.365 0.185 0.305
C 0.203 -0.339 -0.209
C -0.140 0.038 -0.146

The calculation puts the energy above the lowest of the compared OMol25 structures with the same formula, charge and spin at 169.0 kJ/mol. Its expectation value of S² is 12.6097. As for the total energy: -146568.21800 eV. The spin multiplicity is 7. Its molar mass is 995.9 g mol⁻¹.